## A
ORCA calculation (the ωB97M-V functional and the def2-TZVPD basis) on a 15-piece molecular cluster, H30O15 overall.

Each line ends with the Löwdin charge.
Positions of all 45 atoms, in Å:
1 O 1.587 2.840 0.692  -0.05
2 O 2.929 0.330 -1.772  -0.05
3 O -0.298 -0.143 0.495  -0.07
4 O -2.056 -2.292 3.776  -0.01
5 O -1.016 0.286 -2.714  -0.12
6 O -3.747 0.019 -3.173  -0.08
7 O 0.436 -1.098 -1.351  -0.06
8 O -3.084 -0.900 1.138  -0.03
9 O 1.742 -2.862 0.209  -0.07
10 O -3.497 1.628 -0.094  -0.02
11 O 1.051 1.881 -2.694  -0.05
12 O 3.056 -1.506 2.670  -0.07
13 O 4.225 -1.873 -1.052  -0.04
14 O -1.052 1.114 4.848  -0.01
15 O -0.777 2.450 -0.845  -0.08
16 H -0.235 1.627 -0.521  0.05
17 H 3.879 0.376 -1.611  0.08
18 H -0.291 3.150 -0.436  0.01
19 H -2.521 -2.746 3.164  -0.05
20 H -0.100 -1.790 -1.190  0.00
21 H 1.852 -2.963 -0.709  -0.02
22 H 2.429 3.315 0.359  0.11
23 H 1.516 1.151 -2.213  0.01
24 H -3.465 2.327 0.571  0.06
25 H -1.228 -1.907 3.433  0.05
26 H -0.867 -0.863 0.083  0.07
27 H 0.873 -1.417 -2.138  0.08
28 H 3.336 -0.714 3.125  0.02
29 H 3.938 -1.975 2.587  0.07
30 H -1.495 0.971 -2.209  0.01
31 H 2.538 0.224 -0.889  0.07
32 H 1.919 -1.865 0.271  0.04
33 H -0.459 1.432 4.164  0.03
34 H -2.362 -0.611 0.612  -0.05
35 H -0.863 0.023 1.240  0.04
36 H -0.515 0.745 -3.493  0.11
37 H 1.696 2.016 -3.326  0.01
38 H -3.093 -0.016 -2.434  0.01
39 H 3.367 -1.622 -1.443  0.01
40 H 4.343 -1.106 -0.522  0.00
41 H -0.562 1.398 5.563  -0.01
42 H -3.458 2.033 -0.911  -0.02
43 H 1.122 2.442 0.006  -0.07
44 H -4.291 -0.774 -3.192  0.03
45 H -3.004 -1.871 0.984  0.07

Results
2S+1: 1
LUMO, hartree: -0.017
Charge: 0
Orbital gap, eV: 9.5

=====

## B
ORCA calculation (the ωB97M-V functional and the def2-TZVPD basis) on a 15-piece molecular cluster, H30O15 overall.

Each line ends with the Löwdin charge.
Positions of all 45 atoms, in Å:
1 O 0.111 0.590 2.941  -0.02
2 O -2.355 1.893 -2.665  -0.03
3 O 0.213 -2.077 1.532  -0.05
4 O 2.254 -0.113 -1.011  -0.02
5 O 1.473 2.600 1.458  -0.02
6 O 3.604 2.306 -0.605  -0.09
7 O -0.796 -4.212 -0.845  -0.04
8 O -0.209 0.283 -4.028  -0.02
9 O -2.346 -1.201 3.008  -0.05
10 O 2.457 -0.368 1.961  -0.03
11 O -1.851 2.303 0.423  -0.04
12 O -0.265 -0.046 -0.211  -0.08
13 O 0.504 2.678 -1.541  -0.02
14 O -1.241 -1.858 -2.344  -0.06
15 O -2.346 -1.997 -0.003  -0.07
16 H 2.360 -1.285 2.170  0.01
17 H 3.765 2.680 0.281  0.04
18 H 0.900 -2.504 1.007  0.08
19 H -2.166 -0.262 2.705  0.06
20 H -0.895 -3.544 -0.197  -0.03
21 H 2.732 -0.620 -0.410  0.02
22 H -0.978 -2.717 -2.009  0.00
23 H 0.892 3.344 1.408  0.03
24 H 1.760 -0.012 2.541  0.00
25 H 2.839 1.717 -0.553  -0.03
26 H -1.774 -1.444 -0.527  -0.03
27 H 0.279 0.630 -3.309  -0.01
28 H -0.285 2.222 -1.392  -0.05
29 H 0.334 0.576 -4.737  0.03
30 H -1.706 -4.518 -0.943  0.06
31 H -3.168 1.465 -2.850  0.02
32 H -0.149 -0.779 0.438  0.01
33 H 0.848 1.929 1.779  0.00
34 H -1.369 2.791 1.106  0.04
35 H -2.812 -2.587 -0.621  0.06
36 H -1.479 1.431 0.600  0.00
37 H 0.664 3.218 -0.754  0.03
38 H 2.739 -0.083 -1.863  0.11
39 H 0.098 -0.214 3.374  0.01
40 H -0.593 -1.236 -1.987  0.01
41 H -2.124 1.695 -1.745  0.00
42 H 0.652 0.059 -0.503  0.00
43 H 0.388 1.246 3.611  0.11
44 H 0.628 -2.254 2.401  0.08
45 H -1.583 -1.732 2.892  -0.03

Results
2S+1: 1
LUMO, hartree: -0.038
Charge: 0
Orbital gap, eV: 9.2

=====

The most stable of them is B.

=====

## A
ORCA calculation (the ωB97M-V functional and the def2-TZVPD basis) on a 2-piece molecular cluster, C5H16N2O overall.

Each line ends with the Löwdin charge.
Positions of all 24 atoms, in Å:
1 O -2.558 1.253 2.965  -0.04
2 N 1.874 0.029 -2.365  0.24
3 N -1.432 -0.508 1.260  0.23
4 C -0.065 -2.370 0.581  0.14
5 C 1.241 0.243 -0.990  -0.30
6 C 1.255 1.724 -0.672  -0.02
7 C -0.172 -0.406 -0.972  -0.08
8 C -0.472 -1.150 0.322  -0.27
9 H -0.292 -1.129 -1.760  0.13
10 H -0.348 -2.951 1.454  0.10
11 H 0.957 2.395 -1.471  0.11
12 H -0.915 0.360 -1.157  0.13
13 H 1.187 0.035 -3.121  0.18
14 H 2.617 0.708 -2.539  0.18
15 H -2.372 -0.511 0.860  0.18
16 H -2.410 1.079 3.898  0.07
17 H -3.125 2.017 2.816  0.07
18 H -1.211 0.470 1.487  0.14
19 H 0.569 -2.952 -0.077  0.10
20 H 2.286 -0.904 -2.394  0.18
21 H 2.238 2.007 -0.304  0.10
22 H -1.415 -1.021 2.143  0.17
23 H 1.827 -0.271 -0.252  0.15
24 H 0.738 1.855 0.287  0.10

Results
2S+1: 1
LUMO, hartree: -0.240
Charge: +2
Orbital gap, eV: 11.9

=====

## B
ORCA calculation (the ωB97M-V functional and the def2-TZVPD basis) on C5H16N2O as an isolated structure.

Each line ends with the Löwdin charge.
Positions of all 24 atoms, in Å:
1 O -4.899 0.633 1.375  0.01
2 N 3.377 -0.715 0.000  0.19
3 N -1.111 1.131 -0.218  0.06
4 C -2.397 1.435 -0.289  0.23
5 C 1.114 0.464 -0.743  -0.12
6 C 1.306 -1.674 0.909  -0.07
7 C -0.306 0.548 -1.297  -0.13
8 C 1.855 -0.902 -0.303  -0.31
9 H 4.114 -1.139 -0.622  0.20
10 H 1.852 0.861 -1.638  0.18
11 H -5.541 1.340 1.334  0.06
12 H 0.755 -2.824 0.387  0.20
13 H -0.689 1.370 0.745  0.21
14 H -5.274 -0.021 1.836  -0.02
15 H 3.729 -1.061 0.940  0.19
16 H 1.358 1.035 0.213  0.13
17 H 1.908 -1.583 -1.205  0.15
18 H 0.419 -1.318 1.391  0.04
19 H 1.733 -2.205 1.805  0.10
20 H -2.978 1.619 -1.227  0.16
21 H -2.862 1.925 0.475  0.07
22 H -0.718 -0.324 -1.599  0.10
23 H -0.297 1.114 -2.303  0.18
24 H 3.553 0.290 0.034  0.15

Results
2S+1: 1
LUMO, hartree: -0.303
Charge: +2
Orbital gap, eV: 9.0

=====

The most stable of them is A.

=====

## A
ORCA calculation (the ωB97M-V functional and the def2-TZVPD basis) on an isolated ion of composition C2H2N3OS and charge -1.

Each line ends with the Löwdin charge.
Positions of all 9 atoms, in Å:
1 S -2.338 -2.277 -1.429  0.20
2 O -0.116 1.968 2.175  -0.07
3 N 0.827 0.786 0.534  0.00
4 N -0.577 -0.778 -0.358  -0.13
5 N -0.901 -1.986 -0.814  -0.68
6 C 0.535 -0.184 -0.477  -0.25
7 C -0.252 1.182 1.219  -0.29
8 H 1.271 -0.154 -1.328  0.12
9 H 1.551 1.443 0.478  0.10

Results
2S+1: 1
LUMO (alpha / beta), hartree: 0.116 / 0.143
Charge: -1
Orbital gap (alpha / beta), eV: 5.1 / 6.9

=====

## B
ORCA calculation (the ωB97M-V functional and the def2-TZVPD basis) on a 2-piece molecular cluster, C2H2N3OS overall.

Each line ends with the Löwdin charge.
Positions of all 9 atoms, in Å:
1 S -2.115 -1.268 -0.527  0.72
2 O -1.586 -0.234 1.920  0.05
3 N 0.442 0.976 -0.313  -0.14
4 N 1.763 1.169 1.748  -0.01
5 N 0.727 0.042 -1.420  -0.10
6 C 1.156 0.952 0.787  -0.59
7 C -1.627 -0.639 0.808  -0.86
8 H 1.393 -0.688 -1.321  0.02
9 H -0.154 -0.310 -1.682  -0.08

Results
2S+1: 1
LUMO, hartree: 0.110
Charge: -1
Orbital gap, eV: 5.4

=====

The most stable of them is B.